1.
The following is a DFT calculation (ωB97M-V/def2-TZVPD) of a cluster of 3 separate species, C29H37BF2N4O6 in total at a distorted geometry.

```
79
Properties=species:S:1:pos:R:3:mulliken_charge:R:1
C -1.280 -1.193 -0.250 0.952
H -3.661 0.487 1.654 0.361
H 1.613 3.370 -3.107 0.355
H -3.645 -0.864 -0.279 0.075
H -6.068 3.578 -5.042 0.279
O 1.651 -1.688 -2.376 -0.519
C 4.767 3.585 -0.437 0.295
H 4.953 4.886 -2.132 0.394
C -3.570 -1.347 3.067 -0.464
C -6.890 3.243 -4.243 -0.741
H -4.830 -0.171 5.332 0.260
H -1.942 0.037 2.276 0.172
H -2.460 1.071 -3.391 0.253
H -3.556 -2.498 2.856 0.285
F 0.620 -5.358 2.670 -0.290
C 2.675 -4.580 1.812 -0.081
O -7.348 0.761 -3.482 -0.527
C 5.484 4.335 -1.363 -0.436
N 0.697 1.545 1.450 -0.785
H -1.618 2.462 -1.228 0.317
H 4.636 -3.957 1.172 0.376
H -5.119 1.508 -1.569 0.333
H 4.835 2.290 1.273 0.440
O 0.601 -3.048 0.121 -0.877
H -0.795 -2.382 2.789 0.255
C 7.538 3.642 -0.296 -0.470
O -4.962 1.472 -3.767 -0.264
H 5.815 -5.250 2.934 0.365
H 2.026 -6.625 4.448 0.406
C 1.958 -5.330 2.738 0.420
H 0.004 3.605 -2.134 0.258
C -2.010 1.339 -1.103 -0.967
C 6.876 4.369 -1.289 -0.408
C -6.414 1.706 -3.784 0.530
H -3.317 -0.233 -2.337 0.189
C -2.757 -1.227 0.424 -0.904
N 0.097 0.149 -2.051 0.591
H 2.643 1.084 -0.461 -0.044
C -0.752 0.266 -0.826 1.383
H 8.624 3.665 -0.241 0.359
H 3.332 0.840 -2.198 0.325
H 7.445 4.958 -2.003 0.357
C -2.991 0.890 -2.337 -0.393
C 5.417 2.864 0.559 -0.206
B -0.261 -1.984 0.753 0.672
H -6.177 0.581 4.243 0.233
F 3.429 3.557 -0.505 -0.276
H -6.739 3.907 -3.290 0.215
H 0.219 -3.896 0.517 0.311
N -0.085 -1.844 2.245 -0.538
H 2.144 -4.029 1.043 0.579
O -4.974 -0.888 3.266 -0.390
H -4.393 1.152 3.971 0.243
C 4.729 -5.273 2.879 -0.409
C 4.001 -6.027 3.801 -0.439
H -4.128 2.961 -2.468 0.245
O 0.011 1.320 -4.182 -0.587
N -1.545 -2.846 -2.707 -0.762
H 4.518 -6.594 4.571 0.355
C 0.895 2.841 -2.347 -0.684
H -3.006 -2.376 0.639 0.636
C -1.430 -2.155 -1.615 -0.324
H -7.971 3.257 -4.691 0.292
H -2.721 1.449 -0.150 0.272
C 4.067 -4.546 1.886 -0.731
C 2.817 0.271 -1.283 -0.669
C 2.608 -6.051 3.734 -0.385
C 1.465 -0.429 -1.886 0.239
H 7.327 2.321 1.396 0.355
C 6.810 2.888 0.626 -0.436
C -2.945 -0.448 1.848 -0.237
H 0.023 -0.862 2.572 0.303
C 0.301 1.397 -2.852 0.404
C -5.043 0.216 4.238 -0.594
H 1.458 2.740 -1.302 0.021
H -3.004 -1.123 4.078 0.286
C -4.383 1.814 -2.425 -0.438
C 0.027 0.968 0.481 -0.290
H 3.634 -0.528 -0.938 0.315
```

Properties
**Orbital gap**: 0.3032 Ha
**E_LUMO**: -0.9 eV
**SMILES**: COCCC[C@](C#N)(B(N)O)[C@](C#N)(CCCOC(C)=O)N(C(C)=O)C(C)=O.Fc1ccccc1.Fc1ccccc1
**HOMO**: -9.185 eV



2.
The following is a DFT calculation (ωB97M-V/def2-TZVPD) of a structure of composition C29H37ClCsN5O6P at a distorted geometry.

```
80
Properties=species:S:1:pos:R:3:mulliken_charge:R:1
C 6.973 11.766 13.353 -0.434
H 15.888 6.852 12.224 0.509
H 15.039 7.947 9.396 0.116
C 14.020 10.020 7.155 -0.438
H 14.202 11.794 12.443 0.348
C 13.060 11.543 10.185 -1.479
H 15.678 11.860 11.426 0.403
H 8.628 7.901 15.826 0.424
O 11.380 5.768 6.268 -0.706
C 14.026 10.520 10.783 1.050
H 10.591 14.401 6.759 0.329
C 12.884 8.306 6.634 -1.086
C 7.717 10.932 12.486 0.217
H 11.332 7.729 13.111 0.333
C 8.690 7.002 13.867 -0.788
C 12.671 9.411 13.101 1.079
C 11.760 10.638 13.378 -2.176
N 9.753 12.536 9.438 -0.180
H 6.525 11.355 14.236 0.701
Cl 10.685 5.770 7.544 1.740
C 14.135 8.068 6.131 -0.122
C 16.288 9.542 6.183 -0.967
H 15.975 8.468 11.539 0.309
H 8.858 5.988 14.156 0.463
H 13.529 6.760 11.792 0.549
C 14.080 7.611 11.343 0.464
H 16.549 8.970 5.289 0.343
N 12.844 9.514 7.264 -0.244
C 8.506 8.069 14.767 -0.542
H 14.341 10.959 7.555 0.500
C 8.473 7.326 12.525 -0.216
O 6.057 13.546 15.341 -0.722
H 12.004 7.711 6.545 0.729
Cs 9.671 8.635 9.432 1.305
O 10.382 4.461 8.062 -0.716
C 14.396 7.210 9.900 -1.102
H 11.729 10.822 14.436 0.549
O 11.521 6.420 8.559 -0.745
C 10.473 12.996 8.372 0.032
H 13.539 7.054 9.243 -0.022
C 7.380 13.572 11.967 -0.981
C 6.821 13.120 13.143 -0.611
N 14.878 9.223 6.458 0.243
C 8.714 13.210 9.866 0.623
H 16.416 10.586 5.962 0.341
H 16.870 9.277 7.042 0.314
H 10.761 10.452 13.040 0.346
H 15.135 8.150 13.099 0.358
H 11.621 8.453 14.730 0.507
C 8.886 14.787 8.079 -0.493
C 15.367 7.788 12.100 -1.889
H 8.519 15.591 7.463 0.425
N 8.277 11.378 11.357 -0.063
C 8.272 14.390 9.251 -0.689
H 7.286 14.590 11.722 0.569
H 15.367 10.459 12.499 0.393
H 13.675 9.636 13.556 0.356
C 14.910 11.176 11.842 -1.810
H 13.569 12.500 9.958 0.454
P 12.962 9.091 11.314 0.494
H 12.100 11.530 12.885 0.451
H 12.564 11.150 9.280 -0.040
H 8.556 6.530 11.807 0.544
H 7.409 14.914 9.708 0.322
C 8.207 9.340 14.305 -0.495
C 8.014 9.550 12.956 0.520
N 8.114 8.515 12.063 -0.650
H 11.334 12.430 8.101 0.385
C 8.095 12.702 11.144 0.738
C 12.053 8.185 13.768 -1.943
H 14.724 10.103 10.029 0.168
O 9.447 6.530 7.364 -0.748
H 8.149 10.207 14.983 0.480
O 6.187 15.262 13.898 -0.724
H 14.841 6.222 9.811 0.509
H 12.281 11.675 10.899 0.315
C 10.044 14.143 7.682 -0.759
H 14.579 7.235 5.557 0.421
H 12.767 7.386 13.963 0.305
C 6.259 14.084 14.249 0.507
```

Properties
**Orbital gap**: 0.2707 Ha
**E_LUMO**: 1.8 eV
**Charge**: -1
**Energy above the lowest of the compared OMol25 structures with the same formula, charge and spin**: 87.5 kJ/mol
**HOMO**: -5.576 eV



3.
The following is a DFT calculation (ωB97M-V/def2-TZVPD) of a structure of composition C29H37ClN6OPt at a distorted geometry.

```
75
Properties=species:S:1:pos:R:3:mulliken_charge:R:1
C 3.512 0.477 3.607 -0.775
N 0.505 1.832 6.058 0.216
C 0.076 3.270 4.464 -0.745
H -2.805 0.505 -4.022 0.588
C -1.278 -3.760 -3.706 1.599
C 0.730 1.230 7.374 -0.869
H 3.808 -0.379 4.197 0.548
C 1.835 1.317 0.376 -0.553
C -0.262 -0.528 -4.379 -1.455
H -0.172 0.724 7.708 0.331
N 0.228 2.025 3.897 -0.092
H 0.657 0.125 4.805 0.497
C 0.482 1.184 4.893 -0.408
C 2.624 1.462 1.592 -0.911
C -1.376 -0.994 1.292 -0.515
H -2.204 -5.686 -3.498 0.473
H -2.058 1.909 0.721 0.299
H 1.838 0.359 -0.128 0.760
H -2.845 -4.075 -5.140 0.523
C 3.008 0.323 2.332 -0.302
H -2.320 -4.745 -2.024 0.288
C 4.042 1.902 5.519 -0.173
H 2.553 3.631 1.549 0.481
C 2.805 2.758 2.137 -0.413
H 0.882 -1.164 -2.690 0.575
H -0.068 -3.479 -5.520 0.347
H 1.563 0.534 7.311 0.389
H 0.990 2.024 8.069 0.308
H -0.142 4.146 3.881 0.524
C -0.264 -4.231 -4.756 -1.893
H 1.304 1.224 -3.071 0.365
C 3.307 2.904 3.417 -0.735
H 0.694 -4.524 -4.318 0.375
C -1.319 2.524 1.227 -0.704
C -1.449 2.905 -2.086 0.015
H 1.745 2.166 -0.296 0.330
C 0.248 3.157 5.806 -0.316
C -2.042 1.066 -3.496 -0.074
C -1.827 -1.975 -2.023 -1.774
H -3.461 2.457 -2.668 0.510
H 0.542 -0.211 -5.046 0.357
H -2.333 -1.211 -2.612 0.328
H 2.881 -0.664 1.906 0.520
H -0.875 3.243 0.540 -0.028
H 0.650 3.204 -1.744 0.858
H -1.573 -1.063 2.347 0.475
H 3.436 3.883 3.856 0.544
H -0.658 -5.112 -5.260 0.520
Pt 0.318 1.424 1.816 1.565
C -0.102 2.573 -2.198 -0.334
H -1.728 2.992 2.118 0.468
C -0.663 -2.637 -2.775 1.795
N -1.407 -1.346 -0.769 1.158
N -0.513 -0.089 0.731 -0.771
H 0.701 -3.896 -2.133 0.606
N 4.341 1.974 6.624 -0.412
O 0.121 -3.232 -1.738 -0.746
H -1.059 -0.884 -5.028 0.427
C 3.626 1.761 4.152 0.974
C -1.667 -4.982 -2.863 -1.591
H -3.389 -3.132 -3.776 0.355
H -2.556 -2.720 -1.717 0.631
H -0.096 0.209 -1.379 0.186
Cl -1.910 4.294 -1.152 -0.148
H -2.396 -2.390 -5.033 0.241
C -0.589 -0.331 -0.584 0.132
C -2.422 2.165 -2.737 -1.099
H 0.211 3.885 6.596 0.484
C -0.709 0.682 -3.598 0.395
H -0.800 -5.505 -2.461 0.375
C 0.281 -1.639 -3.472 -1.686
H 0.998 -2.245 -4.024 0.822
C 0.255 1.464 -2.950 -0.193
C -2.542 -3.292 -4.445 -1.636
N -1.916 -1.772 0.403 -1.204
```

Properties
**Orbital gap**: 0.2445 Ha
**E_LUMO**: -7.6 eV
**Charge**: +2
**Energy above the lowest of the compared OMol25 structures with the same formula, charge and spin**: 139.2 kJ/mol
**HOMO**: -14.206 eV



orbital gap of number 1 (C29H37BF2N4O6)? 0.3032 Ha



Copy entry 3 word for word.
The following is a DFT calculation (ωB97M-V/def2-TZVPD) of a structure of composition C29H37ClN6OPt at a distorted geometry.

```
75
Properties=species:S:1:pos:R:3:mulliken_charge:R:1
C 3.512 0.477 3.607 -0.775
N 0.505 1.832 6.058 0.216
C 0.076 3.270 4.464 -0.745
H -2.805 0.505 -4.022 0.588
C -1.278 -3.760 -3.706 1.599
C 0.730 1.230 7.374 -0.869
H 3.808 -0.379 4.197 0.548
C 1.835 1.317 0.376 -0.553
C -0.262 -0.528 -4.379 -1.455
H -0.172 0.724 7.708 0.331
N 0.228 2.025 3.897 -0.092
H 0.657 0.125 4.805 0.497
C 0.482 1.184 4.893 -0.408
C 2.624 1.462 1.592 -0.911
C -1.376 -0.994 1.292 -0.515
H -2.204 -5.686 -3.498 0.473
H -2.058 1.909 0.721 0.299
H 1.838 0.359 -0.128 0.760
H -2.845 -4.075 -5.140 0.523
C 3.008 0.323 2.332 -0.302
H -2.320 -4.745 -2.024 0.288
C 4.042 1.902 5.519 -0.173
H 2.553 3.631 1.549 0.481
C 2.805 2.758 2.137 -0.413
H 0.882 -1.164 -2.690 0.575
H -0.068 -3.479 -5.520 0.347
H 1.563 0.534 7.311 0.389
H 0.990 2.024 8.069 0.308
H -0.142 4.146 3.881 0.524
C -0.264 -4.231 -4.756 -1.893
H 1.304 1.224 -3.071 0.365
C 3.307 2.904 3.417 -0.735
H 0.694 -4.524 -4.318 0.375
C -1.319 2.524 1.227 -0.704
C -1.449 2.905 -2.086 0.015
H 1.745 2.166 -0.296 0.330
C 0.248 3.157 5.806 -0.316
C -2.042 1.066 -3.496 -0.074
C -1.827 -1.975 -2.023 -1.774
H -3.461 2.457 -2.668 0.510
H 0.542 -0.211 -5.046 0.357
H -2.333 -1.211 -2.612 0.328
H 2.881 -0.664 1.906 0.520
H -0.875 3.243 0.540 -0.028
H 0.650 3.204 -1.744 0.858
H -1.573 -1.063 2.347 0.475
H 3.436 3.883 3.856 0.544
H -0.658 -5.112 -5.260 0.520
Pt 0.318 1.424 1.816 1.565
C -0.102 2.573 -2.198 -0.334
H -1.728 2.992 2.118 0.468
C -0.663 -2.637 -2.775 1.795
N -1.407 -1.346 -0.769 1.158
N -0.513 -0.089 0.731 -0.771
H 0.701 -3.896 -2.133 0.606
N 4.341 1.974 6.624 -0.412
O 0.121 -3.232 -1.738 -0.746
H -1.059 -0.884 -5.028 0.427
C 3.626 1.761 4.152 0.974
C -1.667 -4.982 -2.863 -1.591
H -3.389 -3.132 -3.776 0.355
H -2.556 -2.720 -1.717 0.631
H -0.096 0.209 -1.379 0.186
Cl -1.910 4.294 -1.152 -0.148
H -2.396 -2.390 -5.033 0.241
C -0.589 -0.331 -0.584 0.132
C -2.422 2.165 -2.737 -1.099
H 0.211 3.885 6.596 0.484
C -0.709 0.682 -3.598 0.395
H -0.800 -5.505 -2.461 0.375
C 0.281 -1.639 -3.472 -1.686
H 0.998 -2.245 -4.024 0.822
C 0.255 1.464 -2.950 -0.193
C -2.542 -3.292 -4.445 -1.636
N -1.916 -1.772 0.403 -1.204
```

Properties
**Orbital gap**: 0.2445 Ha
**E_LUMO**: -7.6 eV
**Charge**: +2
**Energy above the lowest of the compared OMol25 structures with the same formula, charge and spin**: 139.2 kJ/mol
**HOMO**: -14.206 eV



Which of these has the highest E_LUMO? C29H37ClCsN5O6P



Which value of orbital gap does entry 2 give? 0.2707 Ha